Run a
The following is a quantum chemistry calculation of a 2-piece molecular cluster, C3H4O2S overall, from OMol25.

* LUMO level (alpha / beta): -2.102 / -0.926 eV
* charge: 0
* frontier orbital gap (alpha / beta): 0.236 / 0.332 Eh
* HOMO energy (alpha / beta): -8.515 / -9.959 eV

Each line ends with the natural charge from an NBO analysis.
Positions of all 10 atoms, in Å:
C (0.096, 1.391, 0.164)  0.60
C (1.098, 0.673, 0.827)  0.29
C (0.712, -0.764, 0.642)  -0.68
O (-0.671, 1.782, -0.637)  -0.41
O (1.970, 1.010, 1.591)  -0.51
S (-3.288, 2.676, -0.406)  -0.12
H (-0.349, -1.072, 0.629)  0.24
H (1.222, -1.157, 1.439)  0.25
H (0.984, -0.939, -0.384)  0.23
H (-2.972, 3.076, 0.840)  0.09

=====

Run b
The following is a quantum chemistry calculation of one molecule with the formula C3H4O2S, from OMol25.

* LUMO level: -0.880 eV
* charge: 0
* frontier orbital gap: 0.287 Eh
* HOMO energy: -8.682 eV

Each line ends with the natural charge from an NBO analysis.
Positions of all 10 atoms, in Å:
C (1.443, 0.262, -0.059)  -0.54
C (0.028, 0.707, 0.103)  0.24
C (-0.813, -0.294, 0.437)  -0.40
O (-0.642, 1.929, -0.062)  -0.67
O (3.763, -0.754, -0.108)  -0.90
S (3.120, 0.520, 0.192)  1.14
H (1.391, -0.792, -0.322)  0.24
H (-0.478, -1.300, 0.599)  0.20
H (-1.856, -0.084, 0.587)  0.21
H (-0.043, 2.610, -0.391)  0.48

=====

run b comes first in stability; the runner-up is 1.171 eV higher.

=====

Run a
The following is a quantum chemistry calculation of one molecule with the formula C3H4O2S, from OMol25.

* LUMO level (alpha / beta): 0.281 / 0.280 eV
* charge: 0
* frontier orbital gap (alpha / beta): 0.286 / 0.286 Eh
* HOMO energy (alpha / beta): -7.500 / -7.500 eV

Each line ends with the natural charge from an NBO analysis.
Positions of all 10 atoms, in Å:
C (-0.827, 0.904, 0.498)  0.36
C (0.697, -0.609, -1.373)  0.55
C (-0.128, 0.383, 1.753)  -0.77
O (-0.443, 0.506, -0.630)  -0.60
O (1.676, -0.958, -0.852)  -0.49
S (0.058, -0.822, -2.963)  0.06
H (-0.908, -0.122, 2.292)  0.24
H (0.568, -0.399, 1.452)  0.21
H (0.266, 1.184, 2.321)  0.24
H (-0.959, -0.066, -2.497)  0.20

=====

Run b
The following is a quantum chemistry calculation of one molecule with the formula C3H4O2S, from OMol25.

* LUMO level: -1.727 eV
* charge: 0
* frontier orbital gap: 0.281 Eh
* HOMO energy: -9.368 eV
* SMILES: O=CC(=S)CO

Each line ends with the natural charge from an NBO analysis.
Positions of all 10 atoms, in Å:
C (-0.090, -1.062, 0.223)  -0.13
C (0.778, 0.138, -0.137)  -0.21
C (0.114, 1.507, -0.151)  0.37
H (-1.724, -0.391, -0.380)  0.48
H (-0.220, -0.863, 1.326)  0.18
H (0.445, -2.015, 0.044)  0.22
H (0.692, 2.471, -0.152)  0.17
O (-1.285, -1.219, -0.475)  -0.70
O (-1.114, 1.474, -0.083)  -0.52
S (2.404, -0.040, -0.214)  0.13

=====

run b comes first in stability; the runner-up is 2.211 eV higher.

=====

Run a
The following is a quantum chemistry calculation of a 2-piece molecular cluster, C3H4O2S overall, from OMol25.

* LUMO level: -0.073 eV
* charge: 0
* frontier orbital gap: 0.317 Eh
* HOMO energy: -8.698 eV

Each line ends with the natural charge from an NBO analysis.
Positions of all 10 atoms, in Å:
C (3.137, -1.218, -0.709)  1.01
C (0.506, -0.523, 0.219)  -0.18
C (0.115, -0.332, -1.253)  -0.76
O (3.262, -1.849, -1.636)  -0.51
O (3.114, -0.458, 0.149)  -0.49
S (0.129, -2.023, 0.861)  0.19
H (-0.881, 0.185, -1.382)  0.26
H (-0.136, -1.405, -1.578)  0.18
H (0.888, 0.135, -1.871)  0.24
H (-0.662, -2.658, -0.163)  0.04

=====

Run b
The following is a quantum chemistry calculation of one molecule with the formula C3H4O2S, from OMol25.

* LUMO level: 0.563 eV
* charge: 0
* frontier orbital gap: 0.385 Eh
* HOMO energy: -9.904 eV
* SMILES: O=C1OCCS1

Each line ends with the natural charge from an NBO analysis.
Positions of all 10 atoms, in Å:
C (1.590, -0.307, -0.024)  0.61
C (-0.920, -0.587, -0.178)  -0.57
C (-0.412, 0.839, 0.209)  -0.06
H (-1.183, -0.569, -1.248)  0.22
H (-1.769, -0.929, 0.407)  0.24
H (-0.461, 1.064, 1.276)  0.18
H (-1.024, 1.565, -0.300)  0.20
O (2.806, -0.258, -0.002)  -0.55
O (0.911, 0.859, -0.192)  -0.50
S (0.462, -1.677, 0.053)  0.23

=====

Run c
The following is a quantum chemistry calculation of one molecule with the formula C3H4O2S, from OMol25.

* LUMO level: 0.596 eV
* charge: 0
* frontier orbital gap: 0.381 Eh
* HOMO energy: -9.773 eV
* SMILES: O=C1OCCS1

Each line ends with the natural charge from an NBO analysis.
Positions of all 10 atoms, in Å:
C (-1.640, -0.242, -0.038)  0.66
C (0.898, -0.590, 0.284)  -0.57
C (0.480, 0.796, -0.265)  -0.07
H (0.980, -0.479, 1.338)  0.22
H (1.818, -0.953, -0.183)  0.24
H (0.611, 0.864, -1.313)  0.18
H (1.049, 1.615, 0.220)  0.21
O (-2.818, -0.268, 0.057)  -0.54
O (-0.919, 0.910, 0.046)  -0.51
S (-0.460, -1.653, -0.145)  0.17

=====

run c comes first in stability; the runner-up is 0.081 eV higher.

=====

Run a
The following is a quantum chemistry calculation of C60H46LuN8O4S3 as an isolated structure, from OMol25.

* LUMO level (alpha / beta): -3.222 / -3.167 eV
* charge: +1
* frontier orbital gap (alpha / beta): 0.183 / 0.187 Eh
* HOMO energy (alpha / beta): -8.204 / -8.260 eV

Each line ends with the Mulliken charge.
Positions of all 122 atoms, in Å:
Lu (-0.013, 0.877, -0.569)  3.20
C (3.644, 5.077, -4.439)  -0.65
C (2.996, 4.422, -5.495)  -0.60
C (1.932, 3.564, -5.261)  -0.32
C (1.555, 3.359, -3.944)  0.35
C (0.470, 2.580, -3.338)  -0.21
N (0.562, 2.652, -1.971)  -0.25
C (1.504, 3.598, -1.670)  -1.10
N (1.709, 4.167, -0.505)  -0.38
C (0.970, 3.879, 0.573)  -0.27
C (0.954, 4.722, 1.759)  0.08
C (1.595, 5.917, 2.069)  -0.11
C (1.323, 6.488, 3.301)  -0.76
C (0.420, 5.891, 4.197)  -0.85
C (-0.230, 4.711, 3.879)  -0.06
C (0.059, 4.132, 2.647)  0.43
C (-0.432, 2.937, 1.991)  -0.81
N (-1.222, 2.044, 2.610)  -0.14
C (-1.850, 1.114, 1.937)  0.54
N (-1.972, 1.099, 0.578)  -0.48
C (-2.957, 0.209, 0.258)  0.50
N (-3.561, 0.173, -0.901)  -0.28
C (-3.055, 0.813, -1.961)  -0.77
N (-1.752, 1.191, -2.151)  -0.03
C (-1.628, 1.620, -3.436)  -0.55
N (-0.531, 2.094, -4.032)  -0.55
C (-2.904, 1.497, -4.126)  0.47
C (-3.304, 1.816, -5.419)  -0.34
C (-4.635, 1.610, -5.742)  -0.71
C (-5.545, 1.110, -4.797)  -0.70
C (-5.145, 0.807, -3.507)  -0.29
C (-3.807, 1.007, -3.189)  0.45
C (-3.347, -0.546, 1.454)  0.04
C (-4.182, -1.636, 1.643)  -0.17
C (-4.298, -2.137, 2.932)  -0.96
C (-3.612, -1.550, 4.003)  -0.87
C (-2.786, -0.449, 3.810)  -0.20
C (-2.656, 0.031, 2.517)  0.10
N (0.146, 2.810, 0.760)  0.03
C (2.197, 4.008, -2.897)  0.39
C (3.243, 4.888, -3.125)  -0.31
H (4.464, 5.749, -4.656)  0.42
H (3.329, 4.599, -6.511)  0.43
H (1.412, 3.070, -6.073)  0.55
H (2.277, 6.379, 1.366)  0.59
H (1.805, 7.417, 3.578)  0.42
H (0.222, 6.372, 5.147)  0.43
H (-0.946, 4.259, 4.556)  0.58
H (-2.598, 2.212, -6.138)  0.57
H (-4.985, 1.846, -6.740)  0.44
H (-6.579, 0.968, -5.084)  0.44
H (-5.843, 0.432, -2.767)  0.56
H (-4.723, -2.075, 0.813)  0.64
H (-4.934, -2.993, 3.118)  0.45
H (-3.734, -1.959, 4.998)  0.46
H (-2.260, 0.019, 4.636)  0.71
H (3.724, 5.408, -2.305)  0.55
O (-1.025, -1.434, -1.286)  -0.75
S (-1.864, -1.698, -2.531)  0.89
C (-0.801, -2.277, -3.879)  -0.87
C (-0.105, -3.618, -3.771)  -1.42
C (0.913, -3.663, -2.640)  0.78
C (2.156, -2.799, -2.891)  -0.97
S (2.578, -1.653, -1.560)  -0.13
O (1.443, -0.658, -1.524)  -0.11
C (2.422, -2.825, -0.228)  0.55
C (1.297, -2.893, 0.576)  1.15
C (1.257, -3.847, 1.584)  -1.26
C (2.328, -4.710, 1.780)  -0.71
C (3.451, -4.627, 0.965)  -0.97
C (3.506, -3.673, -0.041)  -1.24
C (-2.797, -3.159, -2.183)  0.91
C (-3.874, -3.454, -3.011)  -0.73
C (-4.640, -4.577, -2.737)  -0.79
C (-4.341, -5.371, -1.635)  -0.53
C (-3.277, -5.046, -0.803)  -0.91
C (-2.496, -3.929, -1.073)  -0.18
H (-0.103, -1.441, -3.996)  0.44
H (-1.479, -2.249, -4.738)  0.73
H (0.371, -3.827, -4.734)  0.50
H (-0.846, -4.403, -3.614)  0.44
H (1.223, -4.691, -2.459)  0.59
H (0.406, -3.328, -1.742)  -0.90
H (2.063, -2.145, -3.762)  0.67
H (3.061, -3.395, -3.026)  0.57
H (0.467, -2.218, 0.418)  0.42
H (0.378, -3.918, 2.214)  0.63
H (2.291, -5.450, 2.571)  0.44
H (4.287, -5.297, 1.120)  0.45
H (4.388, -3.586, -0.669)  0.54
H (-4.119, -2.804, -3.846)  0.43
H (-5.482, -4.823, -3.371)  0.41
H (-4.948, -6.240, -1.418)  0.41
H (-3.058, -5.660, 0.062)  0.48
H (-1.673, -3.647, -0.426)  0.35
O (2.785, 1.355, -0.226)  -0.27
H (3.372, 1.252, 0.533)  0.24
H (3.026, 2.211, -0.607)  0.24
O (0.962, 0.046, 1.504)  -0.45
S (1.519, 0.889, 2.653)  0.35
C (0.815, 0.215, 4.148)  0.62
C (0.480, 1.098, 5.161)  -0.24
C (-0.005, 0.584, 6.358)  -0.71
C (-0.157, -0.787, 6.514)  -0.70
C (0.170, -1.656, 5.476)  -0.63
C (0.665, -1.156, 4.283)  -0.40
C (3.203, 0.340, 2.936)  0.06
C (3.938, 1.024, 3.899)  -0.65
C (5.241, 0.632, 4.148)  -0.88
C (5.805, -0.420, 3.433)  -0.70
C (5.063, -1.080, 2.465)  -0.75
C (3.749, -0.698, 2.208)  -0.35
H (0.572, 2.169, 5.009)  0.37
H (-0.276, 1.257, 7.162)  0.45
H (-0.537, -1.183, 7.449)  0.40
H (0.043, -2.725, 5.602)  0.48
H (0.927, -1.813, 3.462)  0.30
H (3.496, 1.848, 4.452)  0.54
H (5.823, 1.153, 4.897)  0.44
H (6.826, -0.720, 3.632)  0.42
H (5.501, -1.897, 1.906)  0.51
H (3.146, -1.199, 1.469)  0.95

=====

Run b
The following is a quantum chemistry calculation of C60H46LuN8O4S3 as an isolated structure, from OMol25.

* LUMO level (alpha / beta): -3.210 / -3.176 eV
* charge: +1
* frontier orbital gap (alpha / beta): 0.180 / 0.183 Eh
* HOMO energy (alpha / beta): -8.105 / -8.162 eV

Each line ends with the Mulliken charge.
Positions of all 122 atoms, in Å:
Lu (0.871, 0.245, -0.621)  2.85
C (-0.825, 3.104, -6.547)  -0.87
C (-1.505, 1.894, -6.754)  -0.79
C (-1.362, 0.830, -5.874)  0.01
C (-0.525, 1.011, -4.782)  0.22
C (-0.104, 0.120, -3.700)  -0.32
N (0.739, 0.781, -2.864)  -0.46
C (0.916, 2.044, -3.344)  -0.54
N (1.674, 2.993, -2.829)  -0.41
C (2.450, 2.823, -1.765)  -0.54
C (3.352, 3.857, -1.272)  0.37
C (3.629, 5.147, -1.714)  -0.34
C (4.564, 5.880, -1.004)  -0.66
C (5.215, 5.338, 0.116)  -0.64
C (4.945, 4.052, 0.550)  -0.36
C (3.998, 3.318, -0.156)  0.45
C (3.484, 1.965, -0.002)  -0.42
N (3.918, 1.118, 0.929)  -0.36
C (3.599, -0.162, 0.957)  -0.54
N (2.730, -0.811, 0.128)  -0.41
C (2.774, -2.140, 0.413)  -0.26
N (2.100, -3.118, -0.172)  -0.34
C (1.266, -2.934, -1.185)  -0.45
N (0.937, -1.755, -1.779)  -0.53
C (0.028, -2.007, -2.759)  -0.51
N (-0.486, -1.144, -3.624)  -0.46
C (-0.277, -3.435, -2.791)  0.47
C (-1.126, -4.193, -3.585)  -0.23
C (-1.150, -5.563, -3.372)  -0.79
C (-0.330, -6.158, -2.403)  -0.80
C (0.521, -5.397, -1.617)  -0.04
C (0.526, -4.024, -1.816)  0.57
C (3.709, -2.376, 1.512)  0.42
C (4.124, -3.536, 2.151)  -0.14
C (5.038, -3.405, 3.185)  -0.82
C (5.528, -2.146, 3.562)  -0.74
C (5.129, -0.992, 2.906)  -0.19
C (4.209, -1.125, 1.874)  0.52
N (2.549, 1.724, -0.965)  -0.11
C (0.135, 2.221, -4.566)  0.57
C (0.001, 3.283, -5.449)  0.20
H (-0.944, 3.906, -7.267)  0.44
H (-2.145, 1.786, -7.624)  0.41
H (-1.865, -0.116, -6.039)  0.59
H (3.129, 5.552, -2.587)  0.58
H (4.805, 6.889, -1.319)  0.42
H (5.947, 5.939, 0.644)  0.41
H (5.449, 3.623, 1.410)  0.57
H (-1.739, -3.723, -4.347)  0.59
H (-1.806, -6.186, -3.969)  0.44
H (-0.358, -7.234, -2.275)  0.46
H (1.166, -5.855, -0.875)  0.59
H (3.745, -4.505, 1.841)  0.59
H (5.387, -4.286, 3.712)  0.44
H (6.242, -2.080, 4.376)  0.45
H (5.528, -0.020, 3.175)  0.60
H (0.537, 4.213, -5.284)  0.59
O (-0.774, -1.165, 0.233)  0.25
S (-2.154, -1.743, 0.395)  0.33
C (-2.714, -1.049, 1.987)  -0.12
C (-1.661, -1.238, 3.076)  0.96
C (-1.611, -0.124, 4.132)  -1.43
C (-0.939, 1.174, 3.686)  -0.56
S (0.799, 1.094, 3.128)  -0.16
O (0.725, 0.437, 1.775)  -0.10
C (1.454, -0.037, 4.330)  0.98
C (1.665, -1.371, 4.037)  0.78
C (2.146, -2.205, 5.037)  -1.07
C (2.427, -1.697, 6.299)  -0.72
C (2.242, -0.345, 6.569)  -0.82
C (1.760, 0.495, 5.577)  -0.59
C (-1.976, -3.452, 0.891)  0.99
C (-3.074, -4.290, 0.751)  -0.90
C (-2.959, -5.620, 1.128)  -0.84
C (-1.752, -6.100, 1.624)  -0.64
C (-0.654, -5.255, 1.734)  -0.98
C (-0.760, -3.922, 1.361)  -0.06
H (-3.669, -1.531, 2.214)  0.76
H (-2.903, 0.003, 1.756)  -0.10
H (-0.691, -1.283, 2.591)  -1.17
H (-1.821, -2.194, 3.571)  0.53
H (-1.084, -0.506, 5.005)  0.47
H (-2.622, 0.128, 4.468)  0.52
H (-0.922, 1.906, 4.500)  0.84
H (-1.437, 1.637, 2.828)  0.03
H (1.476, -1.750, 3.040)  -0.14
H (2.310, -3.255, 4.822)  0.55
H (2.809, -2.353, 7.073)  0.42
H (2.480, 0.055, 7.547)  0.43
H (1.621, 1.558, 5.773)  0.47
H (-4.010, -3.908, 0.350)  0.51
H (-3.807, -6.286, 1.022)  0.43
H (-1.665, -7.141, 1.913)  0.41
H (0.297, -5.632, 2.097)  0.56
H (0.098, -3.264, 1.402)  0.04
O (0.576, 3.075, 0.641)  -0.65
H (1.269, 3.145, 1.308)  0.31
H (0.775, 3.775, 0.005)  0.19
O (-1.149, 1.285, -0.909)  -0.66
S (-2.046, 2.387, -0.370)  0.00
C (-2.434, 3.468, -1.736)  0.76
C (-2.423, 4.831, -1.479)  -0.55
C (-2.786, 5.711, -2.492)  -0.86
C (-3.160, 5.214, -3.732)  -0.69
C (-3.157, 3.843, -3.976)  -1.10
C (-2.782, 2.959, -2.980)  0.12
C (-3.689, 1.686, -0.252)  0.90
C (-4.556, 2.250, 0.677)  -0.38
C (-5.837, 1.735, 0.807)  -0.83
C (-6.235, 0.662, 0.015)  -0.59
C (-5.357, 0.113, -0.914)  -0.71
C (-4.074, 0.625, -1.052)  -0.04
H (-2.140, 5.200, -0.496)  0.45
H (-2.779, 6.779, -2.310)  0.44
H (-3.454, 5.901, -4.519)  0.44
H (-3.446, 3.458, -4.946)  0.51
H (-2.757, 1.893, -3.168)  0.37
H (-4.234, 3.091, 1.286)  0.46
H (-6.525, 2.169, 1.524)  0.45
H (-7.234, 0.256, 0.119)  0.44
H (-5.673, -0.717, -1.539)  0.51
H (-3.384, 0.206, -1.778)  0.03

=====

run b comes first in stability; the runner-up is 0.703 eV higher.